[1]
Molecular formula: C25H24Cl2FN3PdSb
Method: DFT, wB97M-V/def2-TZVPD

Computed properties:
orbital gap: 5.42 eV
molar mass: 684.6 g/mol
total charge: -1
lowest unoccupied orbital energy: 2.6 eV
E_HOMO: -2.82 eV

Cartesian coordinates (Å):
Pd 0.07 -0.14 -0.78
C 1.14 4.92 0.22
C 1.34 3.81 -0.78
C 2.10 4.01 -1.92
C 2.23 2.95 -2.81
C 1.61 1.76 -2.53
C 0.86 1.63 -1.35
N 0.74 2.65 -0.50
Sb -2.15 1.07 -1.96
C -2.50 1.46 0.15
C -3.41 2.41 0.61
C -3.54 2.62 1.97
C -2.76 1.89 2.85
C -1.86 0.97 2.32
C -0.97 0.14 3.21
N -1.73 0.78 1.01
C -1.91 -1.06 -1.65
C -1.21 -1.86 -2.59
C -1.38 -3.23 -2.57
C -2.16 -3.82 -1.59
C -2.78 -2.98 -0.66
C -3.58 -3.55 0.48
N -2.68 -1.66 -0.70
H 2.09 5.31 0.58
H 0.57 4.54 1.07
H 0.59 5.76 -0.22
H 2.59 4.96 -2.10
H 2.82 3.06 -3.72
H 1.69 0.91 -3.20
H -4.02 2.96 -0.10
H -4.25 3.36 2.35
H -2.84 2.03 3.92
H -0.70 0.69 4.12
H -0.07 -0.14 2.67
H -1.49 -0.77 3.51
H -0.60 -1.39 -3.36
H -0.88 -3.85 -3.31
H -2.32 -4.89 -1.55
H -4.00 -4.53 0.23
H -4.39 -2.87 0.74
H -2.95 -3.67 1.36
F 5.99 -0.65 1.12
C 4.69 -0.54 0.71
C 4.28 -1.25 -0.40
C 2.95 -1.12 -0.80
C 2.04 -0.30 -0.14
C 2.52 0.40 0.97
C 3.84 0.28 1.41
H 4.98 -1.89 -0.92
H 2.63 -1.69 -1.67
H 1.86 1.08 1.50
H 4.20 0.83 2.27
Cl 1.98 -4.98 1.07
C 0.44 -4.36 0.43
Cl 0.16 -2.67 0.82
H -0.36 -4.96 0.85
H 0.47 -4.45 -0.65

[2]
Molecular formula: C25H24ClN3O3S
Method: DFT, wB97M-V/def2-TZVPD

Computed properties:
SMILES: COc1cc(-n2cnc3cc(-c4ccc(Cl)cc4)sc3c2=O)ccc1OCCN1CCCC1
orbital gap: 7.42 eV
molar mass: 482.0 g/mol
total charge: 0
lowest unoccupied orbital energy: -0.3 eV
E_HOMO: -7.68 eV

Cartesian coordinates (Å):
C 1.31 -4.16 0.46
O 2.36 -3.42 1.03
C 2.47 -2.09 0.73
C 1.64 -1.45 -0.18
C 1.83 -0.11 -0.49
N 0.95 0.52 -1.41
C 1.47 1.19 -2.47
N 0.82 1.82 -3.37
C -0.54 1.82 -3.24
C -1.45 2.45 -4.11
C -2.76 2.27 -3.73
C -3.96 2.77 -4.38
C -5.22 2.55 -3.82
C -6.36 3.01 -4.43
C -6.26 3.72 -5.62
Cl -7.69 4.30 -6.39
C -5.02 3.95 -6.20
C -3.88 3.48 -5.58
S -2.88 1.32 -2.27
C -1.17 1.16 -2.19
C -0.45 0.45 -1.18
O -0.90 -0.14 -0.22
C 2.86 0.60 0.09
C 3.68 -0.03 1.01
C 3.49 -1.36 1.36
O 4.38 -1.89 2.25
C 3.87 -2.62 3.35
C 3.03 -1.72 4.26
N 1.88 -1.23 3.54
C 0.73 -2.11 3.57
C -0.07 -1.73 4.84
C 0.30 -0.26 5.07
C 1.34 0.05 3.98
H 1.41 -4.22 -0.63
H 1.39 -5.16 0.88
H 0.33 -3.74 0.71
H 0.83 -1.98 -0.66
H 2.55 1.17 -2.55
H -1.13 3.00 -4.97
H -5.29 2.00 -2.89
H -7.33 2.84 -3.99
H -4.96 4.50 -7.13
H -2.93 3.67 -6.04
H 3.00 1.65 -0.14
H 4.48 0.51 1.49
H 4.76 -2.98 3.88
H 3.29 -3.48 3.01
H 2.77 -2.28 5.17
H 3.65 -0.86 4.55
H 0.12 -1.89 2.68
H 1.03 -3.15 3.55
H 0.25 -2.35 5.68
H -1.13 -1.88 4.70
H -0.57 0.39 4.98
H 0.72 -0.11 6.07
H 0.85 0.50 3.11
H 2.13 0.71 4.32

Question: What is the molar mass in the first record?
Answer: 684.6 g/mol